{
  "formula": "C3H7ClNOP",
  "method": "ωB97M-V/def2-TZVPD",
  "species": ["C", "C", "C", "N", "O", "P", "Cl", "H", "H", "H", "H", "H", "H", "H"],
  "positions_angstrom": [[0.78776, 0.66252, 0.40967], [-0.05637, 1.65105, -0.39077], [0.46237, -1.76004, -0.02356], [-0.06091, -0.54381, 0.48535], [-1.32325, 1.72983, 0.13279], [-1.63252, -0.11521, 0.98356], [-2.83151, -0.76033, -0.46219], [1.64963, 0.42373, -0.05004], [0.96191, 1.05722, 1.35718], [0.40363, 2.69496, -0.50477], [-0.12915, 1.14394, -1.44401], [1.47653, -1.96754, 0.57730], [-0.27906, -2.60389, -0.01768], [0.57093, -1.61242, -1.05285]],
  "atomic_forces_ev_per_a": [[-3.69, 0.26, -0.14], [0.77, -0.18, -2.56], [0.87, -1.38, 1.79], [-1.53, 1.50, 1.54], [-0.87, -2.48, 2.24], [2.10, 3.15, -0.92], [-0.77, -0.84, -0.99], [3.12, -0.81, -1.58], [0.49, 0.64, 1.87], [-0.54, -1.42, 0.27], [0.31, 1.11, 1.20], [-2.20, -0.16, -1.67], [0.77, 0.66, 0.77], [1.18, -0.05, -1.83]],
  "mulliken_charge": [-0.910, -0.099, -0.809, 0.112, -0.516, 0.187, -0.172, 0.525, 0.284, 0.308, 0.188, 0.272, 0.253, 0.376],
  "de_lowest_ev": 1.965,
  "total_energy_ev": -28572.36546,
  "spin_multiplicity": 1,
  "mol_weight_g_mol": 139.5,
  "smiles": "CN1CCOP1Cl"
}